# 1
{
  "formula": "C14H42Cu2O18S",
  "method": "ωB97M-V with the def2-TZVPD basis set",
  "relative_energy_kcal_mol": 76.77,
  "charge": 2,
  "s2": 2.007,
  "multiplicity": 3,
  "gap_ev": [8.041, 3.599],
  "elements": ["H", "H", "H", "H", "H", "O", "H", "O", "C", "O", "C", "C", "H", "H", "H", "H", "H", "H", "O", "C", "O", "C", "O", "H", "H", "C", "C", "H", "O", "C", "O", "O", "S", "H", "H", "H", "H", "H", "H", "H", "Cu", "H", "C", "O", "H", "H", "O", "H", "H", "O", "H", "H", "H", "H", "H", "O", "O", "C", "H", "H", "Cu", "C", "H", "C", "H", "H", "H", "O", "H", "C", "H", "H", "O", "O", "O", "C", "H"],
  "positions_angstrom": [[-2.7142, 3.0080, -3.0636], [0.3317, 3.3493, 6.0959], [-0.7800, -3.3637, 3.9203], [2.7073, 4.2298, 1.5856], [3.5325, 1.3773, 0.6334], [0.7458, -0.4063, 3.5216], [-4.6848, -3.3539, -0.6757], [1.2025, -0.5540, -1.2441], [-1.3349, -2.9864, -4.5624], [0.1771, -1.3979, -3.6031], [-3.3299, 3.3553, -1.0967], [3.8036, -2.2740, -2.5326], [3.7642, 1.1177, -1.6293], [0.6875, -0.2027, 2.5719], [-1.8212, -2.5055, -6.4224], [-0.7063, 2.2870, 5.4258], [-4.7827, -2.2119, 0.6790], [-1.4316, 3.1154, -0.8150], [-3.7091, 1.2663, -2.3126], [3.8918, -2.8403, -0.9992], [3.4242, -0.9560, -2.5157], [-3.5654, 2.6817, -2.4576], [2.6165, -2.9602, -0.5083], [-3.1387, 4.3697, -1.4523], [0.8497, -2.9970, 3.3391], [-0.1904, -2.6602, 3.3328], [0.1204, 3.5263, 3.9653], [4.8483, -2.3786, -2.8361], [2.7841, 3.9517, 0.6666], [-0.2777, -1.2688, 3.9895], [-0.6268, -2.5829, 1.9690], [-2.2241, 2.6810, -0.4763], [0.3541, 0.3592, -0.4446], [-2.1469, -3.0562, -0.4144], [-2.0518, -3.7700, -4.2884], [4.3541, -3.8245, -1.0322], [-1.4487, -1.7118, 1.2690], [-1.7874, -1.6810, -2.9393], [-0.0599, -1.9300, 1.5287], [-0.5032, -3.5075, -5.0440], [1.9017, 3.3165, -1.2798], [-0.6406, 4.3047, 4.0166], [4.1290, 3.3969, 0.6532], [-0.2298, 2.6666, 2.8137], [2.5432, -0.8404, -2.0667], [-4.1858, 3.3369, -0.4266], [-2.3266, -1.4307, 0.8823], [4.4341, -2.0780, -0.4419], [-2.8328, -3.4262, 1.1711], [0.7708, 1.7895, -0.4789], [4.5424, 3.3945, 1.6620], [1.1360, 1.0655, 4.6970], [0.5631, -1.1099, -2.7521], [-4.9481, -1.5272, -1.6317], [-0.1696, -1.3545, 5.0717], [3.6854, 2.0217, -1.3088], [1.3943, 1.8243, 5.2474], [-4.1982, -2.5036, -0.2036], [0.9859, 4.0623, 3.5575], [-0.8046, -3.0038, -2.5635], [-2.9169, 0.3757, -0.3692], [-2.8004, -2.6761, 0.3781], [-1.2946, -0.9004, 3.8092], [-0.9235, -2.2318, -3.3397], [5.1574, 1.4922, 0.0578], [-4.0050, 0.9899, -3.1913], [2.2268, -2.0605, -0.3289], [0.4311, -0.0892, 0.9326], [-4.4459, 3.1070, -2.9459], [4.2029, 2.0179, 0.0412], [4.7104, 4.1437, 0.1033], [3.2175, -2.9426, -3.1631], [-4.1097, -1.4216, -1.1592], [-1.0177, 0.2778, -0.9543], [-1.9496, -2.1502, -5.5409], [0.2940, 2.6945, 5.2173], [0.5934, 2.1741, 2.7073]],
  "forces_ev_per_angstrom": [[0.166, -0.798, -0.201], [0.691, 0.262, -0.210], [-0.285, -0.094, -0.543], [-0.895, 0.248, -0.201], [-0.056, 0.087, 0.051], [0.126, 0.041, 0.437], [0.530, -0.292, 0.087], [0.559, -0.083, -0.368], [-0.497, -0.555, -1.252], [0.395, -0.249, 0.509], [-0.291, -0.638, -1.523], [0.714, 1.282, -1.472], [-0.151, 0.062, -0.360], [-0.369, -0.071, 0.344], [0.078, -0.118, 0.019], [0.259, -0.969, -0.421], [-0.466, 0.205, -0.429], [0.404, -0.656, 0.324], [0.165, 0.519, 0.072], [-1.445, -0.295, 1.747], [0.639, -1.300, 0.655], [-0.260, 1.116, 0.745], [0.459, 0.605, -0.480], [0.285, 0.297, 0.949], [-0.083, -0.042, 0.056], [0.587, 1.016, 1.000], [0.146, -0.257, -1.894], [0.075, 0.332, 0.043], [0.792, -0.835, 0.272], [-0.008, -0.701, -0.373], [1.183, -0.813, 0.179], [-1.046, 0.637, 0.122], [0.981, 2.292, 1.459], [0.214, 0.156, 0.115], [0.002, 0.035, 0.267], [0.060, 0.034, -0.262], [-0.973, 0.638, 0.609], [-0.001, 0.369, -0.357], [1.097, -0.132, 0.169], [0.313, 0.096, 0.374], [0.069, -0.557, 0.505], [-0.314, -0.365, 0.418], [0.847, 0.929, -0.682], [0.242, 0.297, 0.889], [-0.458, 0.298, -0.575], [0.007, -0.060, 0.059], [-2.077, 1.222, -1.531], [0.378, 0.041, -0.321], [0.015, 0.160, 0.046], [-0.123, -1.096, -0.765], [-0.105, -0.295, 0.018], [0.341, -0.175, 0.084], [-0.581, -0.065, -0.573], [0.241, 0.803, -0.345], [0.181, -0.038, -0.074], [0.381, 0.563, 0.294], [-0.695, -0.151, -0.612], [0.712, 0.675, 1.592], [0.467, 0.007, 0.945], [0.837, 0.043, 0.016], [2.127, -1.471, -0.951], [-0.710, -0.997, -1.228], [0.106, 0.328, -0.111], [-0.756, -0.177, 0.229], [0.409, 0.761, 0.085], [0.148, -0.813, 0.340], [0.010, -0.531, -0.029], [-0.222, -0.745, 0.460], [-0.133, -0.102, 0.168], [-1.323, -0.834, 0.352], [0.263, -0.385, -0.172], [-0.692, -0.086, 0.576], [-0.596, 0.040, 0.372], [-1.839, -0.509, -0.870], [-0.065, 0.523, 0.493], [-0.887, 1.604, 1.015], [-0.297, -0.267, -0.379]],
  "lowdin_charge": [0.135, 0.125, 0.134, 0.104, 0.124, -0.086, 0.144, -0.349, -0.248, -0.051, -0.181, -0.095, 0.072, 0.024, 0.087, 0.126, 0.134, 0.099, -0.075, -0.085, 0.056, -0.193, 0.112, 0.137, 0.131, -0.140, -0.194, 0.150, -0.071, -0.196, -0.075, -0.074, 0.400, 0.128, 0.118, 0.158, -0.001, 0.104, 0.071, 0.126, 0.549, 0.120, -0.171, -0.106, 0.051, 0.133, -0.097, 0.152, 0.143, -0.322, 0.141, 0.042, 0.017, 0.124, 0.135, -0.076, -0.041, -0.160, 0.104, 0.116, 0.968, -0.196, 0.130, -0.277, 0.137, 0.132, 0.118, -0.310, 0.141, -0.180, 0.136, 0.157, -0.089, -0.320, -0.059, -0.269, 0.043]
}

# 2
{
  "formula": "C31H34GdN3O6P",
  "method": "ωB97M-V with the def2-TZVPD basis set",
  "relative_energy_kcal_mol": 29.98,
  "charge": 1,
  "s2": 16.050,
  "multiplicity": 8,
  "gap_ev": [9.271, 6.842],
  "elements": ["H", "O", "H", "H", "C", "H", "C", "C", "C", "O", "C", "C", "C", "H", "C", "H", "H", "H", "H", "H", "P", "H", "H", "H", "C", "C", "O", "C", "C", "N", "C", "O", "C", "C", "C", "H", "N", "C", "H", "C", "H", "O", "O", "H", "C", "C", "C", "C", "H", "H", "C", "H", "Gd", "C", "H", "H", "C", "H", "H", "H", "C", "C", "C", "H", "C", "H", "N", "H", "H", "C", "H", "H", "H", "H", "H", "C"],
  "positions_angstrom": [[-2.8731, 4.3544, -0.1024], [-2.4375, 2.3450, -0.4922], [3.4210, -3.1431, 1.5010], [2.6576, -5.3937, 0.8289], [-1.8656, -1.4202, 2.8966], [-3.1725, -3.9593, 4.6956], [-1.0596, 2.7659, -2.4397], [-2.2567, -1.7913, -1.1237], [4.3651, 3.5339, 1.4347], [-0.0550, 3.5228, 1.2099], [-3.4061, -1.8773, 5.1511], [3.0258, -0.8230, -1.3899], [-3.3735, -0.2644, 0.3480], [1.2953, -1.7016, -3.9836], [-2.2942, -1.1071, 0.0862], [4.6955, 3.7579, 2.4351], [-5.2257, 0.5384, -0.3552], [3.7182, -2.4319, -2.6889], [2.9857, -1.5506, -0.5715], [-1.7979, -3.5520, 2.7021], [-0.9579, -1.0105, 1.3669], [3.5754, 2.7215, -3.0990], [2.2062, 1.9469, -2.3770], [-1.3517, -3.9532, 0.5385], [4.6923, 3.5740, -0.9292], [-4.3936, -0.1141, -0.5724], [-0.9714, 3.6659, -3.3892], [0.8505, -1.0311, -1.9549], [-2.1723, -2.7191, 3.2766], [2.9700, 2.6104, -2.3015], [1.6026, -1.9167, -2.9628], [-0.2693, 3.8997, -0.9339], [3.0751, -1.5572, -2.7308], [-2.4681, 2.6077, -1.8785], [-2.3063, -0.3492, 3.6656], [-1.4479, -2.4734, -1.3401], [2.7130, 2.5576, -0.0038], [3.4608, 2.9107, -1.0676], [0.4747, -1.6366, -1.1214], [-0.7673, 3.7676, 0.2286], [-3.2350, -2.1728, -2.9831], [1.7953, -0.0868, -1.4267], [-0.2181, 1.8653, -2.2855], [-0.0654, 3.7597, -3.7288], [-2.9401, -2.9460, 4.4034], [-0.3080, -3.7668, 0.7461], [1.4618, -2.2829, 1.3972], [1.9488, -4.5813, 0.9086], [1.7670, -1.2823, 1.6927], [5.2671, 3.8244, -1.8084], [3.1723, 2.8802, 1.2232], [2.5354, 2.5919, 2.0570], [0.3987, 1.7039, -0.1318], [0.1148, -2.4956, 1.1215], [-4.0159, -2.0600, 6.0230], [3.4356, -0.8929, -3.5155], [5.1434, 3.8842, 0.3313], [-3.0615, 3.4953, -2.1224], [-5.1394, -0.6859, -2.4994], [-3.4365, 0.2496, 5.3834], [-3.2766, -1.6354, -2.0476], [2.3758, -3.3180, 1.2882], [0.6076, -4.8009, 0.6377], [-2.5755, 3.2817, 1.3171], [-2.2744, 3.5320, 0.2976], [-2.9174, 1.7205, -2.3484], [-0.2338, 0.3491, 1.4242], [1.4090, -2.9682, -2.7569], [6.0942, 4.3773, 0.4610], [-3.0819, -0.5790, 4.7876], [3.8452, -0.1239, -1.2215], [0.2763, -5.7844, 0.3381], [0.0327, -0.4676, -2.4109], [-2.0109, 0.6520, 3.3731], [-3.4054, 0.2603, 1.2944], [-4.3466, -0.8001, -1.7762]],
  "forces_ev_per_angstrom": [[0.082, -0.025, 0.028], [0.090, 0.200, -0.078], [0.071, 0.012, 0.051], [0.022, -0.024, -0.012], [0.270, 0.485, -0.213], [-0.031, -0.064, 0.041], [-0.482, -0.448, -0.938], [0.105, -0.123, 0.162], [-0.128, -0.112, 0.155], [0.051, 0.072, 0.948], [-0.018, 0.032, 0.029], [0.555, -0.105, -0.016], [0.008, -0.184, 0.063], [-0.008, -0.060, -0.023], [0.326, 0.313, 0.390], [-0.043, 0.012, 0.113], [-0.091, 0.055, 0.049], [0.077, -0.003, -0.002], [0.008, 0.181, -0.051], [-0.045, -0.098, 0.032], [-1.036, -2.215, -0.305], [-0.123, -0.068, 0.104], [0.361, 0.102, -0.131], [-0.097, -0.042, -0.065], [-0.078, -0.025, 0.141], [-0.094, 0.003, 0.007], [-0.083, 0.260, -0.208], [-0.557, -0.260, -0.183], [0.088, -0.017, -0.132], [-0.241, -0.071, -0.255], [-0.086, 0.135, 0.059], [-0.420, 0.589, 0.442], [-0.031, 0.257, 0.246], [-0.069, 0.079, -0.195], [0.099, 0.048, -0.049], [0.059, -0.025, -0.055], [0.650, 0.226, -0.084], [-0.024, -0.094, 0.272], [0.095, 0.175, -0.227], [-1.146, 2.031, -0.004], [-0.015, -0.081, -0.078], [-0.103, 0.008, -0.063], [-0.265, -0.181, -1.065], [-0.094, -0.259, 0.129], [-0.037, -0.066, 0.010], [-0.100, 0.073, -0.073], [-0.039, 0.147, 0.048], [0.060, 0.060, 0.001], [0.079, -0.122, -0.007], [0.009, 0.020, -0.068], [0.158, 0.061, -0.012], [0.089, 0.059, -0.087], [1.801, -2.444, 0.787], [-0.028, 0.656, 0.132], [-0.038, 0.010, 0.088], [0.065, 0.003, 0.015], [-0.288, -0.223, -0.189], [0.046, -0.112, 0.115], [-0.102, 0.001, -0.064], [0.005, 0.064, 0.034], [0.019, -0.078, -0.138], [0.055, -0.044, 0.056], [-0.038, -0.101, -0.059], [0.056, 0.062, -0.200], [0.127, 0.115, 0.190], [0.162, 0.208, 0.030], [0.554, 0.816, 0.067], [-0.023, 0.001, -0.028], [0.064, 0.082, 0.023], [-0.097, 0.031, 0.124], [-0.086, 0.013, -0.008], [-0.058, -0.065, -0.002], [0.091, -0.108, 0.142], [-0.051, 0.035, 0.072], [-0.097, 0.089, -0.037], [0.035, 0.070, 0.012]],
  "lowdin_charge": [0.146, -0.151, 0.111, 0.110, -0.278, 0.109, -0.527, -0.095, -0.056, -0.034, -0.071, -0.163, -0.092, 0.114, -0.253, 0.109, 0.114, 0.119, 0.104, 0.089, 0.754, 0.113, 0.063, 0.108, -0.006, -0.077, 0.180, -0.199, -0.065, 0.154, -0.118, -0.039, -0.128, -0.068, -0.099, 0.089, -0.013, -0.370, 0.079, -0.664, 0.109, -0.279, -0.107, 0.158, -0.068, -0.106, -0.108, -0.067, 0.099, 0.116, -0.118, 0.118, 1.624, -0.297, 0.108, 0.113, -0.044, 0.153, 0.109, 0.107, -0.071, -0.082, -0.064, 0.147, -0.049, 0.151, -0.384, 0.116, 0.117, -0.069, 0.127, 0.110, 0.110, 0.097, 0.103, -0.080]
}

# 3
{
  "formula": "C6H12N2O2",
  "method": "ωB97M-V with the def2-TZVPD basis set",
  "relative_energy_kcal_mol": 43.67,
  "charge": 0,
  "gap_ev": 9.984,
  "smiles": "[H]/N=C(/N)[C@H](OC)OC(=C)C",
  "elements": ["O", "H", "H", "N", "O", "H", "H", "H", "N", "H", "C", "H", "C", "C", "H", "C", "H", "C", "H", "C", "H", "H"],
  "positions_angstrom": [[-0.3268, 0.7595, -0.6816], [3.1833, 1.2948, 1.3959], [0.3024, 0.2026, 2.9589], [-1.9427, -1.8938, -1.5874], [0.7483, -0.8208, 0.4909], [1.2035, -1.9601, -1.2903], [3.1316, 0.0879, 0.0174], [0.2033, -2.8680, -2.3970], [0.3249, -2.1121, -1.7475], [-1.2197, 2.4351, -1.3070], [-0.4755, -0.5351, -0.0984], [-0.3293, 1.4175, 1.8432], [-1.5193, 1.4460, -0.9734], [1.3588, 0.3233, 1.1136], [-2.1581, 1.5258, -0.0837], [2.6138, 0.6016, 0.8098], [-2.0816, 0.9446, -1.7686], [-0.7781, -1.5817, -1.1827], [-2.6967, -1.4370, -1.0840], [0.5829, 0.9584, 2.2243], [1.1829, 1.7203, 2.7083], [-1.3077, -0.5089, 0.6395]],
  "forces_ev_per_angstrom": [[0.027, -0.656, 0.100], [0.001, 0.408, 0.098], [-0.028, -0.002, 0.046], [-0.300, -0.094, -0.106], [0.677, 1.222, 0.471], [0.116, -0.109, -0.026], [-0.006, -0.146, -0.118], [0.042, 0.009, -0.012], [0.250, -0.004, -0.128], [-0.088, 0.065, -0.002], [-0.503, 0.750, -0.405], [-0.034, 0.065, 0.044], [-0.213, -0.234, -0.083], [0.012, -1.109, 0.203], [0.019, 0.049, -0.028], [-0.133, -0.395, -0.114], [-0.004, 0.091, 0.021], [-0.195, 0.223, 0.405], [0.216, 0.097, 0.140], [-0.157, -0.293, -0.294], [0.055, 0.088, 0.031], [0.248, -0.027, -0.242]],
  "lowdin_charge": [-0.130, 0.062, 0.093, 0.121, -0.034, 0.094, 0.068, 0.107, 0.152, 0.094, -0.333, 0.076, -0.087, -0.361, 0.091, 0.083, 0.087, -0.444, 0.036, -0.021, 0.084, 0.161]
}